# 1
The following is a DFT calculation (ωB97M-V/def2-TZVPD) of a molecular structure, C36H54N5O2V at a distorted geometry.

Positions of all 98 atoms, in Å:
V: -1.47 -0.60 1.11
C: -2.39 -1.96 3.68
N: -1.39 -0.95 3.23
C: -1.67 0.33 3.95
C: -0.03 -1.43 3.60
C: 1.03 -0.74 2.77
N: 0.75 -0.97 1.33
C: 1.14 -2.36 0.96
C: 0.73 -2.76 -0.43
C: 1.64 -3.36 -1.27
C: 1.26 -3.75 -2.56
C: -0.05 -3.49 -2.94
C: -1.02 -2.89 -2.12
C: -0.58 -2.56 -0.86
O: -1.42 -1.98 0.12
C: -2.40 -2.65 -2.75
C: -2.89 -3.96 -3.40
C: -2.25 -1.58 -3.84
C: -3.49 -2.20 -1.78
C: 2.27 -4.44 -3.48
C: 1.68 -4.76 -4.85
C: 2.72 -5.76 -2.82
C: 3.49 -3.53 -3.67
C: 1.52 -0.03 0.46
C: 1.31 1.44 0.71
C: 2.38 2.31 0.74
C: 2.18 3.69 0.83
C: 0.86 4.14 0.86
C: -0.26 3.30 0.85
C: 0.03 1.96 0.82
O: -0.99 1.01 0.96
C: -1.69 3.86 0.86
C: -1.70 5.38 0.77
C: -2.41 3.45 2.15
C: -2.46 3.32 -0.36
C: 3.38 4.63 0.89
C: 2.96 6.10 0.96
C: 4.25 4.42 -0.36
C: 4.20 4.30 2.14
H: -2.28 -2.13 4.75
H: -2.22 -2.90 3.15
H: -3.39 -1.60 3.47
H: -1.54 0.17 5.02
H: -2.69 0.64 3.76
H: -0.99 1.11 3.61
H: 0.00 -2.50 3.46
H: 0.15 -1.24 4.66
H: 2.02 -1.13 3.03
H: 1.04 0.33 2.95
H: 0.70 -3.03 1.69
H: 2.22 -2.44 1.05
H: 2.66 -3.51 -0.93
H: -0.35 -3.77 -3.94
H: -2.26 -4.27 -4.24
H: -3.90 -3.82 -3.79
H: -2.91 -4.78 -2.68
H: -1.52 -1.87 -4.60
H: -1.93 -0.63 -3.41
H: -3.21 -1.41 -4.34
H: -3.61 -2.86 -0.93
H: -4.44 -2.18 -2.32
H: -3.33 -1.19 -1.41
H: 0.82 -5.43 -4.79
H: 2.44 -5.25 -5.46
H: 1.37 -3.85 -5.38
H: 1.86 -6.42 -2.65
H: 3.21 -5.59 -1.86
H: 3.42 -6.28 -3.47
H: 3.20 -2.58 -4.11
H: 4.21 -4.01 -4.33
H: 4.00 -3.33 -2.72
H: 1.24 -0.28 -0.56
H: 2.59 -0.26 0.56
H: 3.38 1.91 0.66
H: 0.69 5.21 0.89
H: -1.23 5.85 1.64
H: -2.74 5.73 0.74
H: -1.20 5.74 -0.13
H: -1.88 3.81 3.03
H: -2.52 2.37 2.23
H: -3.41 3.89 2.17
H: -1.96 3.59 -1.29
H: -3.46 3.75 -0.38
H: -2.57 2.23 -0.33
H: 2.38 6.40 0.08
H: 3.85 6.72 0.99
H: 2.37 6.31 1.85
H: 3.69 4.65 -1.27
H: 4.62 3.40 -0.44
H: 5.12 5.08 -0.33
H: 3.60 4.39 3.05
H: 5.05 4.98 2.23
H: 4.60 3.28 2.11
N: -5.63 2.15 4.03
C: -5.51 1.44 3.12
N: -5.37 0.64 2.07
C: -4.32 0.17 1.62
N: -3.36 -0.35 1.15

Output
F_max   2.06 eV Å⁻¹
Energy relative to the best compared isomer or geometry (same formula, charge and spin)   0.000 eV
2S+1   2
HOMO-LUMO gap (alpha / beta)   7.37 / 8.10 eV
HOMO (alpha / beta)   -11.5 / -11.6 eV
Total charge   +1


# 2
The following is a DFT calculation (ωB97M-V/def2-TZVPD) of a molecular structure, C36H54NO3PS4SiV.

Positions of all 101 atoms, in Å:
V: 0.16 0.92 0.21
C: 0.80 4.05 -0.02
C: -0.37 3.79 -0.93
C: -1.70 4.15 -0.33
C: -0.17 4.30 -2.33
O: -0.37 2.21 -1.05
Si: -1.31 1.14 -2.10
S: -0.23 -0.60 -1.25
O: -2.78 1.18 -1.53
C: -4.16 1.27 -2.12
C: -5.06 1.49 -0.92
C: -4.42 -0.06 -2.80
C: -4.20 2.43 -3.08
O: -1.01 1.42 -3.61
C: -0.40 0.97 -4.89
C: 1.02 0.54 -4.58
C: -1.25 -0.18 -5.40
C: -0.45 2.18 -5.80
H: 0.93 5.13 0.10
H: 1.73 3.64 -0.42
H: 0.61 3.66 0.99
H: -1.73 5.23 -0.21
H: -1.85 3.69 0.65
H: -2.53 3.87 -0.98
H: -0.13 5.39 -2.29
H: -0.99 4.02 -2.99
H: 0.77 3.94 -2.76
H: -5.01 0.65 -0.23
H: -6.09 1.59 -1.26
H: -4.79 2.40 -0.39
H: -4.33 -0.88 -2.09
H: -3.73 -0.22 -3.63
H: -5.44 -0.07 -3.20
H: -4.03 3.38 -2.58
H: -5.19 2.48 -3.54
H: -3.47 2.31 -3.89
H: 1.05 -0.35 -3.96
H: 1.56 1.35 -4.09
H: 1.53 0.31 -5.52
H: -1.28 -1.00 -4.69
H: -0.82 -0.56 -6.33
H: -2.27 0.15 -5.61
H: 0.15 2.99 -5.40
H: -1.48 2.53 -5.92
H: -0.07 1.92 -6.78
C: -0.17 -2.43 4.70
C: -0.36 -3.23 3.42
S: -0.28 -2.34 1.84
C: -1.99 -1.90 1.47
C: -2.51 -0.56 1.98
S: -1.32 0.81 2.05
C: -0.20 0.57 3.49
C: -0.88 0.31 4.82
S: -1.56 -1.34 5.11
H: 0.76 -1.86 4.69
H: -0.08 -3.13 5.53
H: -1.30 -3.78 3.44
H: 0.43 -3.98 3.34
H: -2.65 -2.68 1.84
H: -2.06 -1.92 0.38
H: -2.84 -0.63 3.02
H: -3.33 -0.18 1.37
H: 0.35 1.51 3.52
H: 0.48 -0.24 3.21
H: -1.72 1.00 4.98
H: -0.14 0.55 5.59
N: 1.65 0.72 0.78
P: 3.36 0.65 0.91
C: 3.84 -1.03 0.70
C: 3.42 -1.97 1.65
C: 3.79 -3.29 1.52
C: 4.58 -3.68 0.44
C: 5.00 -2.76 -0.50
C: 4.63 -1.43 -0.38
C: 3.96 1.72 -0.37
C: 3.53 1.55 -1.70
C: 4.03 2.37 -2.69
C: 4.95 3.36 -2.37
C: 5.38 3.53 -1.06
C: 4.88 2.71 -0.05
C: 3.75 1.25 2.52
C: 4.84 0.70 3.20
C: 5.23 1.24 4.42
C: 4.54 2.31 4.95
C: 3.46 2.87 4.28
C: 3.07 2.35 3.06
H: 2.82 -1.67 2.50
H: 3.49 -4.02 2.25
H: 4.88 -4.72 0.34
H: 5.62 -3.07 -1.33
H: 4.98 -0.70 -1.10
H: 2.82 0.77 -1.96
H: 3.72 2.23 -3.71
H: 5.35 4.00 -3.15
H: 6.10 4.30 -0.82
H: 5.22 2.85 0.97
H: 5.38 -0.14 2.79
H: 6.07 0.81 4.95
H: 4.85 2.73 5.90
H: 2.94 3.72 4.70
H: 2.25 2.80 2.52

Output
F_max   0.81 eV Å⁻¹
2S+1   1
HOMO-LUMO gap   5.49 eV
HOMO   -15.8 eV
Total charge   +3


# 3
The following is a DFT calculation (ωB97M-V/def2-TZVPD) of a molecular structure, C36H54O27 at a distorted geometry.

Positions of all 117 atoms, in Å:
C: -4.79 -0.57 0.83
C: -3.62 -0.31 -0.28
C: -2.26 -0.86 0.17
O: -1.76 -1.48 -1.03
C: -2.73 -1.40 -1.96
O: -2.69 -1.65 -3.12
O: -3.85 -1.13 -1.40
H: -4.75 -0.05 1.79
H: -4.87 -1.65 0.97
H: -5.74 -0.20 0.43
H: -3.59 0.72 -0.64
H: -2.31 -1.63 0.95
H: -1.66 0.01 0.45
C: 5.50 1.13 4.33
C: 4.77 0.31 3.33
C: 3.40 -0.16 3.76
O: 2.54 0.25 2.64
C: 3.29 0.93 1.75
O: 2.86 1.41 0.69
O: 4.50 1.06 2.21
H: 5.90 0.51 5.14
H: 4.82 1.88 4.73
H: 6.33 1.66 3.86
H: 5.48 -0.47 3.07
H: 3.06 0.32 4.68
H: 3.30 -1.24 3.87
C: -1.58 0.02 6.30
C: -1.45 0.63 4.85
C: -0.33 0.07 3.94
O: -1.04 -0.39 2.91
C: -2.35 -0.02 3.00
O: -3.11 -0.35 2.07
O: -2.66 0.60 4.12
H: -1.66 -1.06 6.28
H: -2.43 0.52 6.75
H: -0.70 0.11 6.94
H: -1.30 1.71 4.90
H: 0.31 -0.66 4.45
H: 0.27 0.93 3.64
C: 4.43 -3.00 -3.31
C: 3.11 -3.42 -2.75
C: 3.15 -4.76 -2.13
O: 2.36 -4.64 -0.95
C: 2.13 -3.35 -0.63
O: 1.43 -2.84 0.24
O: 2.92 -2.64 -1.51
H: 5.28 -3.11 -2.64
H: 4.39 -1.97 -3.68
H: 4.81 -3.61 -4.13
H: 2.23 -3.13 -3.31
H: 4.15 -5.07 -1.85
H: 2.90 -5.50 -2.88
C: -1.70 3.35 2.35
C: -1.19 4.32 3.42
C: -2.29 5.11 4.12
O: -2.01 4.87 5.49
C: -1.15 3.93 5.72
O: -0.86 3.28 6.76
O: -0.66 3.45 4.51
H: -0.99 2.62 1.95
H: -1.77 3.93 1.42
H: -2.65 2.86 2.58
H: -0.47 5.11 3.18
H: -3.33 4.91 3.90
H: -2.24 6.17 3.90
C: -0.85 -3.68 -2.14
C: -0.43 -4.15 -3.49
C: 0.13 -3.06 -4.41
O: 1.24 -3.68 -5.10
C: 1.62 -4.69 -4.37
O: 2.60 -5.36 -4.57
O: 0.74 -4.85 -3.37
H: -1.61 -2.91 -2.27
H: 0.05 -3.36 -1.61
H: -1.36 -4.48 -1.61
H: -1.22 -4.67 -4.03
H: 0.60 -2.27 -3.82
H: -0.53 -2.68 -5.18
C: -1.71 -1.03 -5.19
C: -0.16 -0.69 -5.21
C: -0.01 0.77 -5.69
O: 0.56 1.36 -4.61
C: 0.76 0.64 -3.56
O: 1.21 1.07 -2.52
O: 0.33 -0.56 -3.78
H: -2.42 -0.21 -5.06
H: -1.97 -1.69 -4.36
H: -1.99 -1.42 -6.17
H: 0.42 -1.43 -5.75
H: -0.91 1.32 -5.97
H: 0.62 0.87 -6.57
C: -0.05 -1.33 -0.82
C: 0.99 -0.38 -0.02
C: 1.22 1.06 -0.63
O: 0.65 1.93 0.37
C: 0.42 1.28 1.51
O: -0.14 1.80 2.44
O: 0.59 -0.02 1.33
H: -0.86 -0.67 -1.12
H: -0.31 -2.11 -0.10
H: 0.41 -1.86 -1.66
H: 1.95 -0.89 0.10
H: 0.78 1.10 -1.63
H: 2.27 1.36 -0.58
C: 0.17 3.77 -0.44
C: -1.34 3.80 -0.87
C: -1.80 2.75 -1.84
O: -3.05 2.33 -1.22
C: -3.13 2.80 0.03
O: -3.96 2.50 0.91
O: -2.12 3.70 0.25
H: 0.28 3.11 0.42
H: 0.13 4.71 0.12
H: 0.98 3.94 -1.15
H: -1.63 4.66 -1.47
H: -1.13 1.89 -1.91
H: -2.12 3.21 -2.77

Output
F_max   16.88 eV Å⁻¹
Energy relative to the best compared isomer or geometry (same formula, charge and spin)   35.027 eV
2S+1   1
HOMO-LUMO gap   7.42 eV
HOMO   -7.2 eV


# 4
The following is a DFT calculation (ωB97M-V/def2-TZVPD) of 9 unconnected molecules or ions with the total composition C36H54O27 at a distorted geometry.

Positions of all 117 atoms, in Å:
C: -14.25 -13.95 11.68
C: -15.52 -13.49 10.87
C: -16.30 -12.36 11.59
O: -16.64 -11.49 10.55
C: -15.88 -11.82 9.43
O: -15.97 -11.25 8.35
O: -15.16 -12.90 9.67
H: -14.31 -13.54 12.69
H: -13.27 -13.75 11.26
H: -14.32 -15.03 11.83
H: -16.10 -14.41 10.76
H: -15.66 -11.99 12.40
H: -17.15 -12.95 11.93
C: -3.23 -19.49 12.24
C: -3.62 -19.04 13.71
C: -3.86 -17.58 13.97
O: -4.75 -17.77 15.01
C: -5.46 -18.92 14.87
O: -6.48 -19.18 15.49
O: -4.83 -19.73 14.12
H: -4.02 -19.17 11.56
H: -3.14 -20.57 12.14
H: -2.27 -19.03 12.00
H: -2.86 -19.32 14.43
H: -4.43 -17.06 13.20
H: -2.99 -16.96 14.19
C: -9.44 -20.96 11.43
C: -9.98 -19.61 11.26
C: -11.06 -19.20 12.36
O: -10.61 -17.85 12.69
C: -9.32 -17.75 12.29
O: -8.51 -16.92 12.68
O: -8.98 -18.67 11.39
H: -10.14 -21.72 11.79
H: -8.45 -21.06 11.85
H: -9.43 -21.33 10.40
H: -10.45 -19.59 10.28
H: -10.91 -19.83 13.24
H: -12.10 -19.26 12.05
C: -16.83 -17.04 4.76
C: -15.34 -16.81 4.51
C: -14.77 -15.42 5.11
O: -13.68 -15.77 6.00
C: -13.71 -17.11 6.16
O: -13.25 -17.71 7.13
O: -14.80 -17.64 5.48
H: -17.42 -16.51 4.01
H: -17.26 -16.51 5.61
H: -17.11 -18.08 4.93
H: -15.09 -17.15 3.51
H: -15.52 -14.75 5.55
H: -14.33 -14.87 4.28
C: -10.55 -11.39 15.30
C: -9.37 -11.96 14.44
C: -8.64 -10.87 13.64
O: -7.28 -11.02 13.89
C: -7.13 -12.04 14.75
O: -6.13 -12.35 15.43
O: -8.36 -12.49 15.26
H: -11.12 -11.00 14.45
H: -10.30 -10.55 15.94
H: -11.07 -12.06 15.99
H: -9.83 -12.82 13.94
H: -9.03 -9.91 13.98
H: -8.94 -10.93 12.59
C: -9.83 -27.60 10.53
C: -9.06 -28.91 10.77
C: -9.45 -30.07 9.80
O: -8.40 -29.82 8.85
C: -7.43 -29.10 9.32
O: -6.58 -28.67 8.63
O: -7.72 -28.58 10.55
H: -9.51 -26.85 11.26
H: -10.91 -27.61 10.68
H: -9.73 -27.34 9.47
H: -9.24 -29.21 11.80
H: -10.43 -29.89 9.36
H: -9.38 -30.97 10.41
C: -12.35 -17.54 17.88
C: -10.92 -17.11 18.43
C: -10.32 -15.85 17.82
O: -10.26 -15.03 18.96
C: -10.90 -15.57 20.07
O: -11.16 -14.91 21.13
O: -11.10 -16.81 19.83
H: -12.32 -17.64 16.80
H: -13.22 -16.95 18.17
H: -12.57 -18.51 18.33
H: -10.28 -17.98 18.28
H: -10.96 -15.49 17.01
H: -9.34 -16.15 17.44
C: -6.45 -19.96 5.34
C: -7.28 -20.69 6.41
C: -8.69 -21.31 6.12
O: -8.54 -22.61 6.64
C: -7.34 -22.91 7.02
O: -6.93 -23.97 7.46
O: -6.53 -21.81 6.83
H: -5.40 -20.06 5.58
H: -6.67 -18.92 5.11
H: -6.49 -20.53 4.41
H: -7.41 -20.08 7.30
H: -9.01 -21.43 5.09
H: -9.37 -20.76 6.77
C: -4.57 -24.74 12.77
C: -3.62 -25.46 13.76
C: -3.01 -26.67 13.18
O: -1.80 -26.70 13.75
C: -1.43 -25.50 14.07
O: -0.40 -25.14 14.65
O: -2.41 -24.69 13.93
H: -5.48 -25.32 12.60
H: -4.03 -24.36 11.90
H: -5.00 -23.81 13.13
H: -3.95 -25.44 14.80
H: -2.96 -26.49 12.11
H: -3.70 -27.52 13.20

Output
F_max   6.80 eV Å⁻¹
Energy relative to the best compared isomer or geometry (same formula, charge and spin)   7.969 eV
2S+1   1
HOMO-LUMO gap   10.19 eV
Structure (SMILES)   C[C@H]1COC(=O)O1.C[C@H]1COC(=O)O1.C[C@H]1COC(=O)O1.C[C@H]1COC(=O)O1.C[C@H]1COC(=O)O1.C[C@H]1COC(=O)O1.C[C@H]1COC(=O)O1.C[C@H]1COC(=O)O1.C[C@H]1COC(=O)O1
HOMO   -10.3 eV